Molecular formula: C4H12O3
Method: DFT, wB97M-V/def2-TZVPD

Cartesian coordinates (Å):
C1 -0.046 -1.877 0.127
O1 -0.894 -2.472 -0.798
C2 0.565 -0.498 -0.554
C3 0.826 0.522 0.616
C4 1.543 1.784 0.073
O2 -0.384 0.970 1.008
H1 -0.757 -1.763 0.981
H2 0.765 -2.523 0.422
H3 -1.521 -1.844 -0.976
H4 1.554 -0.546 -1.107
H5 -0.163 0.012 -1.243
H6 1.488 -0.011 1.416
H7 1.054 2.731 0.348
H8 2.579 1.745 0.375
H9 1.582 1.619 -1.058
H10 -0.228 1.236 1.923
H11 -2.005 0.379 0.043
H12 -3.277 0.587 -1.041
O3 -2.682 -0.052 -0.554

As for the total charge: 0. The value obtained for the frontier orbital gap is 10.14 eV. Its SMILES is C[C@@H](O)CCO.O. The calculation puts the max |F| at 4.4 eV/A. The value obtained for the electronic energy is -10483.53898 eV.

Results of the natural (NBO) charge analysis, in e, for atoms 1 through 6: -0.06, -0.72, -0.45, 0.09, -0.64, -0.74

***

Molecular formula: C4H12O3
Method: DFT, wB97M-V/def2-TZVPD

Cartesian coordinates (Å):
C1 2.726 -0.142 -0.172
C2 1.297 0.164 -0.602
C3 0.368 0.637 0.249
O1 0.334 0.264 1.633
C4 -0.552 1.712 -0.185
H1 3.373 0.695 -0.351
H2 3.075 -1.071 -0.729
H3 2.825 -0.337 0.889
H4 1.089 -0.224 -1.597
H5 1.267 0.009 1.935
H6 -1.598 1.391 -0.109
H7 -0.327 2.010 -1.204
H8 -0.406 2.637 0.498
H9 -0.639 -2.738 0.526
H10 -0.830 -1.270 0.880
O2 -1.304 -2.056 0.577
H11 -3.257 -1.097 -0.165
H12 -3.641 0.164 -1.130
O3 -3.800 -0.749 -0.942

As for the total charge: 0. The value obtained for the frontier orbital gap is 9.03 eV. Its SMILES is C/C=C(/C)O.O.O. The calculation puts the max |F| at 2.5 eV/A. The value obtained for the electronic energy is -10483.20475 eV.

Results of the natural (NBO) charge analysis, in e, for atoms 1 through 6: -0.64, -0.31, 0.31, -0.73, -0.66, 0.22

***

Molecular formula: C4H12O3
Method: DFT, wB97M-V/def2-TZVPD

Cartesian coordinates (Å):
C1 2.104 0.737 -0.288
C2 0.874 -0.113 -0.250
C3 1.055 -1.574 -0.499
C4 -0.567 0.311 -0.156
O1 3.336 0.313 -0.074
H1 2.010 1.800 -0.052
H2 3.754 1.492 1.872
H3 0.758 -2.243 0.297
H4 2.157 -1.658 -0.584
H5 0.619 -1.913 -1.474
H6 -1.125 -0.073 0.721
H7 -1.135 -0.018 -1.053
H8 -0.619 1.410 -0.085
H9 -3.719 1.904 -0.501
H10 3.303 1.353 2.448
O2 -3.018 1.359 -0.122
H11 -3.744 -1.669 -0.112
H12 -3.117 -0.206 -0.065
O3 -2.927 -1.211 -0.026

As for the total charge: 0. The value obtained for the frontier orbital gap is 3.74 eV. The calculation puts the max |F| at 6.6 eV/A. The value obtained for the electronic energy is -10477.83113 eV.

Results of the natural (NBO) charge analysis, in e, for atoms 1 through 6: 0.26, 0.39, -0.74, -0.75, -0.41, 0.18